Entry from the Open Molecules 2025 dataset: a cluster of 2 separate species, C6H10IN in total (ωB97M-V/def2-TZVPD).

As for the total energy: -586.929057 Ha. As for the energy relative to the best compared isomer or geometry (same formula, charge and spin): 276.61 kJ/mol. Its structure (SMILES) is CC(I)=C=N.C=CC. Its HOMO-LUMO gap is 8.486 eV. The calculation puts the highest occupied orbital energy at -8.29 eV.

Element x y z (Å)
1 C -1.091 -0.712 1.937
2 C -1.807 -0.821 0.659
3 I -3.216 0.635 -0.119
4 C -1.638 -1.809 -0.230
5 N -1.398 -2.755 -0.892
6 H -1.775 -0.600 2.901
7 H -0.477 -1.512 1.959
8 H -0.535 0.124 2.035
9 H -0.707 -2.746 -1.653
10 C 1.676 1.502 0.471
11 C 0.867 1.452 -0.536
12 C 1.487 0.653 -1.716
13 H 1.318 1.976 1.343
14 H 2.618 1.210 0.315
15 H -0.175 1.958 -0.452
16 H 1.069 1.090 -2.607
17 H 2.670 0.699 -1.746
18 H 1.113 -0.344 -1.669



Entry from the Open Molecules 2025 dataset: the ion C6H10IN5 with charge +2 (ωB97M-V/def2-TZVPD).

The total charge is +2. As for the total energy: -805.352284 Ha. As for the energy relative to the best compared isomer or geometry (same formula, charge and spin): 248.32 kJ/mol. Its structure (SMILES) is N[C@]1([n+]2cc(I)ccn2)CN1[NH3+]. Its HOMO-LUMO gap is 7.976 eV. The calculation puts the highest occupied orbital energy at -16.22 eV.

Element x y z (Å)
1 N 0.930 0.929 -1.160
2 C 0.361 0.248 -0.069
3 N -1.021 0.540 0.509
4 C -1.759 -0.473 1.018
5 C -3.045 -0.181 1.438
6 I -4.133 -1.754 2.320
7 C -3.312 1.176 1.555
8 C -2.526 2.143 0.974
9 N -1.406 1.813 0.389
10 C 1.282 -0.318 1.008
11 N 0.466 -1.214 0.054
12 N 1.210 -1.859 -1.049
13 H 1.622 1.647 -0.916
14 H 0.287 1.179 -1.879
15 H -1.380 -1.403 0.800
16 H -4.256 1.471 1.882
17 H -2.762 3.190 0.926
18 H 2.327 -0.258 0.918
19 H 0.946 -0.232 2.092
20 H 1.919 -1.216 -1.488
21 H 0.440 -1.800 -1.797
22 H 1.475 -2.755 -0.780



Entry from the Open Molecules 2025 dataset: the ion C6H10N with charge +1 (ωB97M-V/def2-TZVPD).

The total charge is +1. As for the total energy: -288.998635 Ha. As for the energy relative to the best compared isomer or geometry (same formula, charge and spin): 221.41 kJ/mol. Its structure (SMILES) is C#CCC=[N+](C)C. Its HOMO-LUMO gap is 9.466 eV. The calculation puts the highest occupied orbital energy at -14.16 eV.

Element x y z (Å)
1 C 2.431 -2.775 -0.560
2 C 1.716 -1.801 -0.752
3 C 0.479 -1.095 -0.899
4 C 0.603 0.039 0.017
5 N -0.432 0.809 0.312
6 C -0.393 1.929 1.281
7 C -1.759 0.502 -0.216
8 H 3.246 -3.393 -0.486
9 H 0.310 -0.813 -1.909
10 H -0.463 -1.582 -0.600
11 H 1.608 0.251 0.487
12 H -0.711 1.531 2.215
13 H 0.635 2.489 1.401
14 H -0.989 2.682 0.860
15 H -2.513 1.039 0.255
16 H -1.611 0.750 -1.341
17 H -2.157 -0.562 -0.067



Entry from the Open Molecules 2025 dataset: the ion C6H10N with charge +1 (ωB97M-V/def2-TZVPD).

The total charge is +1. As for the total energy: -288.936185 Ha. As for the energy relative to the best compared isomer or geometry (same formula, charge and spin): 385.37 kJ/mol. Its structure (SMILES) is C[N@@H+]1C[C@]23C[C@]12C3. Its HOMO-LUMO gap is 10.637 eV. The calculation puts the highest occupied orbital energy at -14.00 eV.

Element x y z (Å)
1 C -1.045 1.342 -0.633
2 N -0.302 0.052 -0.780
3 C -0.758 -1.098 0.053
4 C 0.753 -1.161 1.011
5 C 1.734 -1.132 -0.076
6 C 0.995 0.174 -0.020
7 C 0.865 0.178 1.578
8 H -1.340 1.645 0.376
9 H -0.510 2.050 -1.265
10 H -1.975 1.499 -1.173
11 H -0.091 -0.099 -1.778
12 H -1.028 -2.086 -0.440
13 H -1.462 -0.736 0.728
14 H 2.773 -1.264 0.167
15 H 1.525 -1.769 -0.848
16 H 0.103 0.540 2.153
17 H 1.826 0.311 2.011



Entry from the Open Molecules 2025 dataset: a cluster of 2 separate species, C6H10N in total (ωB97M-V/def2-TZVPD).

The total charge is +1. As for the total energy: -288.870653 Ha. As for the energy relative to the best compared isomer or geometry (same formula, charge and spin): 557.43 kJ/mol. Its HOMO-LUMO gap is 7.386 eV. The calculation puts the highest occupied orbital energy at -13.05 eV.

Element x y z (Å)
1 C 0.236 -0.510 2.186
2 C 1.321 0.120 3.150
3 C 1.898 -0.062 1.830
4 C -0.114 0.804 -2.141
5 C -1.677 -0.329 -0.559
6 C -0.413 -0.213 -1.160
7 N 0.814 -0.058 1.040
8 H 1.083 1.143 3.308
9 H 1.859 -0.357 3.940
10 H 2.935 -0.511 1.685
11 H -0.405 0.405 -3.193
12 H -0.723 1.687 -2.070
13 H 0.857 1.027 -2.329
14 H -1.624 0.269 0.360
15 H -1.928 -1.352 -0.387
16 H -2.516 0.302 -1.132
17 H 0.190 -1.119 -0.738



Entry from the Open Molecules 2025 dataset: a cluster of 2 separate species, C6H10N in total (ωB97M-V/def2-TZVPD).

The total charge is +1. As for the total energy: -288.946648 Ha. As for the energy relative to the best compared isomer or geometry (same formula, charge and spin): 357.90 kJ/mol. Its HOMO-LUMO gap is 7.950 eV. The calculation puts the highest occupied orbital energy at -13.74 eV.

Element x y z (Å)
1 C -2.829 -0.272 -0.313
2 C -1.678 0.176 -0.545
3 C -4.084 -0.613 -0.457
4 C -0.535 0.704 -0.424
5 C 1.479 1.580 0.864
6 C 0.823 0.933 -0.372
7 N 2.136 -1.660 0.057
8 H -4.817 0.118 -0.788
9 H -4.597 -1.571 -0.239
10 H 2.043 2.418 0.584
11 H 2.217 0.969 1.297
12 H 0.742 1.940 1.532
13 H 1.252 1.314 -1.373
14 H 1.192 -0.269 -0.320
15 H 2.657 -2.206 -0.617
16 H 1.261 -2.124 0.283
17 H 2.737 -1.438 0.830



Entry from the Open Molecules 2025 dataset: the ion C6H10N with charge +1 (ωB97M-V/def2-TZVPD).

The total charge is +1. As for the total energy: -288.927085 Ha. As for the energy relative to the best compared isomer or geometry (same formula, charge and spin): 409.27 kJ/mol. Its HOMO-LUMO gap is 8.332 eV. The calculation puts the highest occupied orbital energy at -12.79 eV.

Element x y z (Å)
1 C -0.735 -0.520 0.321
2 C 0.688 -0.060 0.676
3 C -2.555 1.120 0.124
4 C 1.499 -0.092 -0.584
5 C -1.022 -1.887 -0.310
6 C 2.576 0.845 -0.442
7 N -1.595 0.351 0.252
8 H 0.451 0.939 1.057
9 H 1.088 -0.634 1.498
10 H -3.246 1.101 0.971
11 H -2.659 1.824 -0.791
12 H -0.607 -1.927 -1.324
13 H -2.001 -2.236 -0.179
14 H -0.339 -2.474 0.380
15 H 2.107 1.579 -1.082
16 H 3.566 0.795 -1.073
17 H 2.785 1.274 0.506



Entry from the Open Molecules 2025 dataset: the ion C6H10N with charge +1 (ωB97M-V/def2-TZVPD).

The total charge is +1. As for the total energy: -288.867277 Ha. As for the energy relative to the best compared isomer or geometry (same formula, charge and spin): 566.29 kJ/mol. Its HOMO-LUMO gap (spin up / spin down) is 8.146 / 5.971 eV. The calculation puts the highest occupied orbital energy (spin up / spin down) at -14.18 / -12.48 eV.

Element x y z (Å)
1 C -1.397 0.127 0.007
2 C -0.142 0.815 0.072
3 C 0.644 -1.506 0.025
4 C 1.029 -0.095 0.028
5 C -2.793 0.371 -0.033
6 C 2.414 0.388 -0.053
7 N -0.682 -1.832 -0.017
8 H -0.058 1.585 -0.708
9 H -0.105 1.396 1.010
10 H 1.189 -2.060 -0.761
11 H 1.060 -1.963 0.946
12 H -3.345 -0.410 0.495
13 H -3.134 0.292 -1.075
14 H -3.055 1.364 0.344
15 H 2.801 0.261 -1.069
16 H 3.085 -0.179 0.594
17 H 2.489 1.444 0.197



Entry from the Open Molecules 2025 dataset: the ion C6H10N with charge +1 (ωB97M-V/def2-TZVPD).

The total charge is +1. As for the total energy: -289.003539 Ha. As for the energy relative to the best compared isomer or geometry (same formula, charge and spin): 208.53 kJ/mol. Its structure (SMILES) is [NH3+][C@@H]1C=CC=CC1. Its HOMO-LUMO gap is 9.017 eV. The calculation puts the highest occupied orbital energy at -12.88 eV.

Element x y z (Å)
1 N -1.936 -0.395 -0.251
2 C -0.674 0.000 0.558
3 C -0.464 1.521 0.142
4 C 0.885 1.595 -0.048
5 C 1.934 0.465 -0.102
6 C 1.878 -0.942 0.115
7 C 0.351 -1.213 0.113
8 H -2.480 -1.068 0.338
9 H -1.659 -0.811 -1.207
10 H -2.416 0.453 -0.367
11 H -0.986 -0.240 1.654
12 H -1.202 2.292 0.040
13 H 1.265 2.529 -0.271
14 H 2.906 0.992 -0.457
15 H 2.640 -1.709 -0.097
16 H 0.080 -1.496 -0.896
17 H -0.122 -1.973 0.735



Entry from the Open Molecules 2025 dataset: the ion C6H10N with charge +1 (ωB97M-V/def2-TZVPD).

The total charge is +1. As for the total energy: -288.882929 Ha. As for the multiplicity: 3. As for the energy relative to the best compared isomer or geometry (same formula, charge and spin): 330.71 kJ/mol. Its HOMO-LUMO gap (spin up / spin down) is 6.658 / 7.322 eV. The calculation puts the highest occupied orbital energy (spin up / spin down) at -10.79 / -15.49 eV.

Element x y z (Å)
1 C -2.088 0.163 -0.409
2 C 2.298 -0.766 -0.239
3 C -0.926 -0.247 -0.009
4 C 0.318 0.614 0.242
5 C -0.649 -1.704 0.234
6 C 0.244 2.026 0.300
7 N 1.321 0.003 -0.173
8 H -2.757 -0.577 -0.698
9 H -2.285 1.225 -0.422
10 H 2.576 -0.963 -1.292
11 H 2.939 -1.019 0.581
12 H 0.117 -2.060 -0.468
13 H -1.527 -2.255 0.204
14 H -0.168 -1.746 1.163
15 H -0.715 2.225 0.648
16 H 0.240 2.635 -0.691
17 H 1.061 2.448 1.031